No. 1
A molecular structure, C34H48As3N3O2Tl. Source: the Open Molecules 2025 dataset; level of theory: ωB97M-V/def2-TZVPD.

CARTESIAN COORDINATES (ANGSTROEM)
Tl: 0.1741 2.3320 -0.4240
C: -2.5704 2.5663 1.9812
C: -1.8876 1.6456 2.9535
C: -2.6406 0.8024 3.7636
C: -2.0381 -0.0059 4.7148
C: -0.6605 0.0432 4.8662
C: 0.1221 0.8676 4.0685
C: 1.6143 0.8873 4.2341
C: -0.4888 1.6656 3.0829
N: 0.2967 2.4321 2.2021
C: 0.9964 3.4303 2.7317
O: 0.9551 3.8756 3.8895
C: 2.0162 4.0559 1.7883
C: 2.8193 5.0990 2.2256
C: 3.7951 5.5847 1.3686
C: 3.9623 5.0037 0.1221
C: 3.1191 3.9620 -0.2408
N: 2.1625 3.5300 0.5749
C: 3.3379 3.2276 -1.5565
O: 4.2876 3.6057 -2.2628
N: 2.4797 2.2423 -1.7820
C: 2.7508 1.3613 -2.8377
C: 3.8475 0.4815 -2.7748
C: 4.8350 0.5841 -1.6492
C: 4.0003 -0.4914 -3.7557
C: 3.1060 -0.6019 -4.8095
C: 2.0567 0.3004 -4.8969
C: 1.8741 1.2840 -3.9325
C: 0.7788 2.3021 -4.0864
H: -3.6364 2.6360 2.2053
H: -2.4677 2.2059 0.9567
H: -2.1329 3.5647 2.0266
H: -3.7204 0.7967 3.6542
H: -2.6374 -0.6549 5.3429
H: -0.1761 -0.5771 5.6134
H: 1.9435 0.0728 4.8814
H: 1.9382 1.8367 4.6652
H: 2.1106 0.7946 3.2639
H: 2.6618 5.4839 3.2228
H: 4.4364 6.4012 1.6789
H: 4.7272 5.3112 -0.5761
H: 4.3209 0.6678 -0.6893
H: 5.4432 1.4835 -1.7632
H: 5.4878 -0.2898 -1.6253
H: 4.8371 -1.1787 -3.6845
H: 3.2351 -1.3706 -5.5619
H: 1.3704 0.2532 -5.7365
H: 0.2751 2.1858 -5.0476
H: 1.1858 3.3131 -4.0209
H: 0.0320 2.2197 -3.2965
C: -4.7833 -0.6283 -1.0574
As: -2.8878 -0.0808 -1.0473
C: -3.0425 1.0840 -2.6190
C: -2.1440 -1.6104 -2.0663
C: -1.5831 -2.8183 -1.2782
C: -1.7066 -4.0586 -2.1733
C: -0.0905 -2.6102 -0.9811
As: 0.4219 -1.0022 0.0494
C: 2.3462 -1.3112 -0.0868
C: 0.1988 -1.6884 1.8684
C: -2.3870 -3.0425 0.0108
As: -1.9338 -4.6413 1.0852
C: -2.8355 -4.0155 2.7110
C: -3.4033 -5.8032 0.4794
H: -5.3940 0.2560 -0.8713
H: -4.9830 -1.3510 -0.2675
H: -5.0621 -1.0572 -2.0218
H: -3.5279 0.5617 -3.4457
H: -2.0526 1.4120 -2.9306
H: -3.6281 1.9648 -2.3547
H: -1.3503 -1.1828 -2.6870
H: -2.9338 -1.9402 -2.7482
H: -1.2098 -3.8866 -3.1309
H: -2.7565 -4.2936 -2.3703
H: -1.2381 -4.9293 -1.7061
H: 0.4448 -2.5224 -1.9318
H: 0.3156 -3.4805 -0.4570
H: 2.6010 -2.3317 0.2060
H: 2.8589 -0.6075 0.5689
H: 2.6724 -1.1258 -1.1090
H: 0.3853 -2.7633 1.9048
H: -0.7960 -1.4608 2.2498
H: 0.9138 -1.1740 2.5085
H: -3.4532 -3.1173 -0.2256
H: -2.2682 -2.1882 0.6822
H: -2.2462 -3.2280 3.1801
H: -2.9352 -4.8429 3.4134
H: -3.8261 -3.6228 2.4747
H: -3.1941 -6.1866 -0.5182
H: -4.3469 -5.2551 0.4631
H: -3.4948 -6.6490 1.1612

Calculated values
**Charge**: -1
**HOMO level**: -4.91 eV

No. 2
A molecular structure, C34H48BDyN11S4Se. Source: the Open Molecules 2025 dataset; level of theory: ωB97M-V/def2-TZVPD.

CARTESIAN COORDINATES (ANGSTROEM)
Dy: -0.5248 0.4042 3.3404
C: 1.9461 -4.4893 1.5201
C: 1.9750 -3.3853 0.5304
C: 2.5220 -3.5314 -0.7159
C: 2.5178 -2.4481 -1.6285
N: 2.0689 -1.2730 -1.2642
N: 1.5475 -1.1015 -0.0425
B: 1.0947 0.3075 0.2920
N: -0.3654 0.6104 -0.0269
N: -0.8777 -0.2642 -0.9109
C: -1.9478 0.0286 -1.5985
C: -2.5942 1.2813 -1.4304
C: -2.1678 2.1429 -0.4530
C: -2.8281 3.4461 -0.1970
C: -1.0352 1.7471 0.3279
S: -0.5395 2.6589 1.6822
C: -2.4201 -0.9593 -2.6323
C: -2.3675 -0.2598 -4.0001
C: -1.5043 -2.1811 -2.6414
C: -3.8633 -1.4000 -2.3531
N: 1.8526 1.0203 1.4023
N: 2.0859 1.4053 0.1346
C: 2.8660 2.3903 -0.2174
C: 3.6092 2.9687 0.8491
C: 3.4679 2.5685 2.1541
C: 4.2357 3.1570 3.2680
C: 2.4699 1.5616 2.4644
S: 2.0465 1.1530 4.0389
C: 2.8957 2.8774 -1.6321
C: 4.3182 2.7396 -2.1934
C: 2.4903 4.3633 -1.6036
C: 1.8994 2.0901 -2.4860
C: 1.4263 -2.1072 0.8505
S: 0.6419 -1.9033 2.3585
C: 3.0458 -2.6713 -3.0236
C: 2.8972 -1.4175 -3.8820
C: 4.5311 -3.0622 -2.9354
C: 2.2531 -3.8279 -3.6579
H: 2.4469 -5.3700 1.1292
H: 2.4364 -4.1828 2.4437
H: 0.9189 -4.7506 1.7723
H: 2.9602 -4.4705 -1.0127
H: -3.4269 1.5493 -2.0626
H: -3.8354 3.4584 -0.6027
H: -2.8546 3.6749 0.8659
H: -2.2577 4.2401 -0.6795
H: -1.3723 0.1224 -4.2126
H: -2.6304 -0.9775 -4.7716
H: -3.0770 0.5598 -4.0600
H: -0.4775 -1.8846 -2.8404
H: -1.5414 -2.6922 -1.6779
H: -1.8267 -2.8752 -3.4114
H: -4.5397 -0.5525 -2.2779
H: -4.2048 -2.0285 -3.1713
H: -3.9234 -1.9841 -1.4369
H: 4.3067 3.7563 0.6199
H: 4.9292 3.9188 2.9250
H: 3.5562 3.5947 4.0028
H: 4.7894 2.3803 3.7991
H: 5.0470 3.2512 -1.5718
H: 4.6044 1.6943 -2.2765
H: 4.3590 3.1851 -3.1834
H: 3.2168 4.9753 -1.0774
H: 2.4279 4.7281 -2.6252
H: 1.5170 4.4948 -1.1348
H: 2.0967 1.0224 -2.4453
H: 0.8810 2.2716 -2.1458
H: 1.9692 2.4163 -3.5187
H: 3.5137 -0.6121 -3.4939
H: 3.2166 -1.6304 -4.8986
H: 1.8614 -1.0904 -3.9086
H: 5.1087 -2.2972 -2.4215
H: 4.6742 -4.0090 -2.4226
H: 4.9266 -3.1683 -3.9417
H: 1.1886 -3.6068 -3.6768
H: 2.5911 -3.9723 -4.6803
H: 2.4047 -4.7640 -3.1284
N: -0.8303 -1.1030 5.6251
N: -2.1920 -1.0585 6.0370
C: -2.8746 0.1146 5.9968
N: -4.0775 0.1856 6.5445
S: -2.2189 1.4924 5.2646
H: -0.5663 -2.0868 5.5002
H: -0.2261 -0.7423 6.3824
H: -2.4996 -1.7655 6.7004
H: -4.5004 -0.5704 7.0618
H: -4.5880 1.0563 6.5048
Se: -2.2145 -2.0399 1.2334
N: -2.3166 -0.4342 2.0554
C: -3.5917 0.0013 1.9423
C: -4.0832 1.2408 2.3878
C: -5.4044 1.5392 2.1768
C: -6.2769 0.6233 1.5461
C: -5.8321 -0.5834 1.0858
C: -4.4722 -0.9146 1.2627
N: -3.8782 -2.0267 0.8402
H: -3.4211 1.9455 2.8808
H: -5.7954 2.4945 2.4941
H: -7.3102 0.9034 1.4110
H: -6.4799 -1.2864 0.5891

Calculated values
**Charge**: +3
**2S+1**: 6
**HOMO level (alpha / beta)**: -16.10 / -16.12 eV

no.,E_tot (eV)
1,-231815.211
2,-185856.661